Record 1
C19H35BrF3NO4S | the ωB97M-V functional and the def2-TZVPD basis

Results
Kohn-Sham gap: 8.895 eV
calculated total energy: -4372.411652 hartree
F_max: 4.0 eV/A

Each line ends with the Löwdin charge.
Positions of all 64 atoms, in Å:
C1 0.8991 -1.6253 4.0138  -0.108
C2 0.4263 -0.3913 4.8184  -0.233
C3 0.8004 0.9328 4.0783  -0.200
C4 -0.3069 1.4115 3.1181  -0.199
C5 0.0523 1.2999 1.6140  -0.175
C6 -0.3400 -0.0911 1.0689  -0.102
C7 -0.7268 -0.1016 -0.4490  -0.348
C8 -1.1587 -1.5281 -0.7373  -0.160
O1 -0.1145 -2.4335 -0.4032  -0.192
C9 -0.3797 -3.7444 -0.8678  -0.083
O2 -1.7086 0.9220 -0.6114  -0.133
C10 -3.0166 0.5635 -0.9546  -0.230
C11 -3.8877 0.0604 0.2393  -0.106
C12 -4.4608 1.2481 1.0098  -0.799
O3 -5.5188 1.2206 1.4478  0.074
Br1 -3.3879 2.8543 1.3071  0.773
C13 0.5699 0.3477 -1.2221  -0.213
C14 0.4586 1.7912 -1.7516  -0.061
C15 -0.2577 1.9070 -3.0985  -0.232
O4 -1.2473 0.9196 -3.3379  0.005
C16 -0.9436 3.2863 -3.2465  -0.654
F1 -1.8694 3.1990 -4.2001  0.143
F2 -0.1158 4.2263 -3.6319  0.180
F3 -1.5962 3.6458 -2.1721  0.178
N1 1.0107 -0.5021 -2.3231  -0.013
C17 2.1550 -1.3495 -2.0609  -0.223
C18 3.5022 -0.5625 -2.1491  -0.241
C19 4.1754 -0.4630 -0.7725  -0.548
S1 4.8229 -2.0819 -0.1930  0.689
H1 0.0938 -2.1048 3.4611  0.062
H2 1.3226 -2.3493 4.7118  0.064
H3 1.6829 -1.3937 3.2909  0.059
H4 0.9090 -0.3488 5.7909  0.093
H5 -0.6561 -0.4516 4.9055  0.093
H6 1.0499 1.6989 4.8121  0.098
H7 1.7372 0.7181 3.5604  0.093
H8 -0.5469 2.4592 3.3086  0.097
H9 -1.2185 0.8427 3.3082  0.092
H10 1.1459 1.3494 1.5725  0.104
H11 -0.3130 2.1324 1.0220  0.079
H12 -1.1744 -0.5013 1.6448  0.111
H13 0.5113 -0.7592 1.1895  0.108
H14 -1.3624 -1.6644 -1.8104  0.124
H15 -2.0537 -1.8566 -0.1982  0.131
H16 0.4885 -4.0916 -1.4358  0.088
H17 -0.4854 -4.4210 -0.0161  0.090
H18 -1.2582 -3.8138 -1.5111  0.089
H19 -3.5019 1.4929 -1.2626  0.114
H20 -3.1108 -0.0805 -1.8307  0.121
H21 -4.7180 -0.5318 -0.1253  0.126
H22 -3.2493 -0.4815 0.9349  0.105
H23 1.3942 0.3724 -0.5154  0.121
H24 1.4926 2.1020 -1.9269  0.125
H25 0.0952 2.4854 -1.0014  0.107
H26 0.4990 1.8959 -3.8832  0.155
H27 -0.9998 0.4945 -4.1669  0.114
H28 0.2725 -0.9425 -2.8469  0.100
H29 2.1982 -2.1688 -2.7778  0.118
H30 2.1491 -1.7951 -1.0613  0.076
H31 4.1720 -1.1379 -2.7872  0.091
H32 3.3517 0.4444 -2.5381  0.101
H33 5.0082 0.2350 -0.7708  0.064
H34 3.4719 -0.1392 -0.0051  0.052
H35 3.7662 -2.6515 0.4250  -0.158

Atoms 1-2, force components in eV/Å:
C 0.09 -0.09 0.59
C 0.63 0.52 -1.22



Record 2
C19H36AlBr14N2O | the ωB97M-V functional and the def2-TZVPD basis

Results
net charge: -1
energy above the lowest of the compared OMol25 structures with the same formula, charge and spin: 687.4 kJ/mol
Kohn-Sham gap: 4.426 eV
calculated total energy: -37208.657122 hartree
F_max: 11.2 eV/A

Each line ends with the Löwdin charge.
Positions of all 73 atoms, in Å:
C1 1.1613 -1.3133 1.9565  -0.152
C2 -0.0247 -0.8906 1.1192  -0.285
Al1 -1.8519 -0.8277 2.0720  -0.002
C3 -3.2499 -2.1311 1.2903  -0.232
C4 -4.5542 -2.0740 2.3229  -0.295
N1 -5.2713 -3.2137 2.7046  -0.012
O1 -2.3966 0.9806 2.0796  -0.259
C5 -3.6541 1.0683 1.2659  -0.235
N2 -4.9433 1.2153 1.0385  0.056
H1 1.7958 -2.2576 1.6605  -0.038
H2 1.3461 -0.6670 2.9276  0.053
H3 0.0737 -0.5921 -0.0294  -0.008
H4 -1.6101 -1.2439 3.6028  -0.235
H5 -2.8875 -3.2499 1.3126  0.054
H6 -3.5349 -1.8012 0.1789  0.073
H7 -4.8664 -0.9886 2.7054  0.075
H8 -6.0033 -2.8238 3.3475  -0.001
Br1 -0.4402 -3.7778 -1.0652  0.643
C6 0.9786 -3.2003 -2.2730  -0.695
C7 2.2769 -3.9121 -1.9706  -0.667
Br2 3.1402 -3.1630 -0.3902  0.618
H9 1.0488 -2.1128 -2.1863  -0.003
H10 0.6216 -3.4586 -3.2741  0.055
H11 2.9947 -3.7662 -2.7827  0.053
H12 2.1530 -4.9831 -1.7893  0.049
Br3 2.9842 0.0650 -2.3248  0.633
C8 4.8778 -0.3839 -2.1905  -0.730
C9 5.7333 0.6371 -2.9041  -0.723
Br4 5.6761 0.3781 -4.8365  0.592
H13 4.9940 -1.3980 -2.5819  0.046
H14 5.0936 -0.3858 -1.1183  -0.031
H15 6.7855 0.5161 -2.6321  -0.033
H16 5.4292 1.6695 -2.7112  0.014
Br5 -0.1402 2.7880 -4.6885  0.623
C10 1.2786 3.3655 -5.8963  -0.693
C11 2.5769 2.6538 -5.5939  -0.682
Br6 3.4402 3.4029 -4.0134  0.633
H17 1.3488 4.4530 -5.8096  0.051
H18 0.9216 3.1072 -6.8974  0.056
H19 3.2947 2.7996 -6.4060  0.058
H20 2.4530 1.5827 -5.4126  0.040
Br7 -9.3685 -0.2975 -2.7673  0.578
C12 -9.4480 1.1262 -1.4361  -0.706
C13 -8.3262 0.9985 -0.4318  -0.709
Br8 -8.6974 -0.4108 0.8645  0.579
H21 -10.4426 1.0856 -0.9842  0.047
H22 -9.3505 2.0541 -2.0070  0.054
H23 -8.2335 1.9128 0.1610  0.057
H24 -7.3597 0.7667 -0.8874  0.046
Br9 -2.6381 -0.5305 4.5150  0.921
C14 -3.2964 -1.3782 6.1439  -0.618
C15 -4.3516 -0.5289 6.8138  -0.719
Br10 -3.5489 0.9726 7.7653  0.565
H25 -2.4267 -1.5707 6.7776  0.051
H26 -3.7201 -2.3318 5.8161  0.060
H27 -4.8785 -1.1029 7.5812  0.040
H28 -5.0808 -0.1107 6.1146  0.049
Br11 5.4448 -1.4581 1.3523  0.655
C16 7.3385 -1.9070 1.4865  -0.670
C17 8.1939 -0.8860 0.7729  -0.666
Br12 8.1367 -1.1449 -1.1594  0.708
H29 7.4547 -2.9211 1.0952  0.057
H30 7.5542 -1.9088 2.5588  0.059
H31 9.2462 -1.0070 1.0450  0.056
H32 7.8899 0.1464 0.9658  0.058
Br13 0.2210 5.7186 1.0580  0.591
C18 1.7188 4.8293 0.1797  -0.701
C19 1.2361 3.8455 -0.8608  -0.712
Br14 0.5814 2.2061 -0.0310  0.675
H33 2.3225 4.3689 0.9662  0.051
H34 2.2921 5.6348 -0.2881  0.051
H35 2.0617 3.5285 -1.5040  -0.015
H36 0.4253 4.2341 -1.4830  0.042

Atoms 1-2, force components in eV/Å:
C -2.86 0.91 -2.17
C 3.30 0.63 1.17